Entry from the OMol25 dataset: 13 unconnected molecules or ions with the total composition C45H97N7O13 at a distorted geometry (the ωB97M-V functional and the def2-TZVPD basis).

The geometry in XYZ format:
```
162
Properties=species:S:1:pos:R:3:forces:R:3:lowdin_charge:R:1
C -3.35217 -2.80587 7.31798 0.2 -0.3 -1.1 -0.1457
C -4.85565 -2.66765 6.91534 -0.2 1.2 1.1 -0.1638
C -5.02961 -3.66562 5.76549 0.0 -2.3 0.0 -0.1727
O -3.70371 -4.22264 5.50407 -1.2 0.6 -0.9 -0.1704
C -2.96884 -4.18184 6.68831 -2.5 1.2 1.1 -0.2253
H -3.17431 -2.83515 8.39290 0.0 0.4 -0.1 0.1030
H -2.73103 -2.05990 6.80017 -0.2 0.1 0.5 0.0927
H -5.23043 -1.60712 6.74354 1.0 -1.2 -0.5 0.1119
H -5.44537 -2.86374 7.81671 -0.1 -0.8 -0.2 0.0957
H -5.38747 -3.23642 4.82998 0.1 0.0 0.1 0.0964
H -5.67867 -4.61456 5.98609 0.7 1.9 0.0 0.1434
H -1.96398 -4.20939 6.37672 1.4 -0.7 0.3 0.0927
H -3.38351 -4.93556 7.39500 1.0 -0.2 -0.3 0.1289
C -1.95100 4.43455 0.11301 0.2 0.2 1.0 -0.1198
C -1.05901 3.21796 -0.12270 -0.3 0.2 0.2 -0.1625
C -1.02438 2.44184 1.17190 -3.7 2.2 0.7 -0.1236
O -1.26201 3.47005 2.25433 0.2 -1.2 -1.3 -0.1895
C -1.74488 4.68045 1.66311 1.8 0.7 -0.8 -0.1733
H -2.97594 4.23808 -0.14400 -0.6 -0.4 0.3 0.0783
H -1.70839 5.32089 -0.48469 0.4 -0.2 0.2 0.1091
H -0.11234 3.51658 -0.51141 1.1 0.3 0.3 0.1016
H -1.37765 2.48856 -0.81791 -0.9 -0.4 -1.3 0.0766
H -0.13456 1.95300 1.28106 2.3 -1.2 0.8 0.0551
H -1.89251 1.70611 1.21099 1.1 0.8 0.0 0.1230
H -0.89473 5.43099 1.83547 -1.2 -0.6 -0.4 0.1197
H -2.61791 5.06220 2.18566 -0.2 -0.2 0.0 0.1079
C -0.76619 0.41505 -3.12098 -1.5 -0.2 -2.4 -0.1141
C -0.57641 1.75187 -3.86909 0.0 0.2 0.1 -0.1365
C -2.01171 2.12984 -4.27839 0.9 0.5 -1.0 -0.2081
O -2.87356 1.07156 -3.95451 -0.8 0.5 0.3 -0.1522
C -2.09063 -0.08087 -3.84890 2.0 1.0 -0.6 -0.1897
H -0.95049 0.45267 -2.08081 0.2 0.2 1.2 0.0735
H -0.02020 -0.28038 -3.42313 1.0 -0.5 0.4 0.0702
H 0.04882 1.66551 -4.78002 -0.3 -0.4 0.5 0.1047
H -0.14367 2.60611 -3.34459 0.1 -0.4 0.5 0.1025
H -1.94822 2.26402 -5.36454 -0.6 0.2 0.0 0.1215
H -2.32243 3.05505 -3.80224 -0.4 0.0 0.0 0.1136
H -1.73704 -0.38313 -4.87684 -0.7 -0.2 0.8 0.1246
H -2.70009 -0.79731 -3.34596 -0.1 -0.9 0.3 0.0923
C -3.35131 0.97996 5.06987 -0.4 -0.9 -1.4 -0.1450
C -4.62624 0.71623 4.27548 -0.4 -0.9 -0.8 -0.1522
C -4.14124 -0.34470 3.22240 -1.0 -0.8 0.6 -0.1935
O -2.71655 -0.21956 3.16655 -0.7 -0.1 -0.4 -0.1715
C -2.35734 0.93658 3.92488 1.6 0.3 -1.2 -0.2037
H -3.19955 0.10868 5.70319 0.3 0.1 0.3 0.0986
H -3.37951 1.87645 5.62250 0.1 1.1 0.7 0.0975
H -4.98170 1.60175 3.72795 0.1 -0.2 0.3 0.1067
H -5.44317 0.27529 4.86231 0.1 0.4 0.0 0.0998
H -4.69154 -0.21037 2.26161 0.9 0.2 0.5 0.0919
H -4.36463 -1.40690 3.53947 0.2 1.0 0.0 0.1130
H -2.31748 1.80627 3.19672 -0.6 -0.6 1.5 0.1067
H -1.29964 0.74156 4.18689 -0.4 0.3 0.3 0.1216
C -3.44898 -3.69139 -0.60430 -0.5 -1.3 0.0 -0.1532
C -3.68323 -3.82172 -2.13320 2.4 -0.8 0.7 -0.1144
C -2.37438 -4.69844 -2.56625 -1.7 0.6 -0.6 -0.1718
O -1.42914 -4.65707 -1.49418 -0.6 1.0 -0.9 -0.1938
C -2.20988 -4.55176 -0.28683 -0.8 -2.0 -0.6 -0.1826
H -4.35125 -4.14788 -0.10049 1.1 1.1 0.0 0.1288
H -3.20794 -2.68384 -0.34131 -0.5 0.7 0.4 0.0750
H -3.61257 -2.84583 -2.58161 0.0 0.3 -0.4 0.0635
H -4.65137 -4.24449 -2.36979 0.1 -0.4 -0.2 0.0975
H -2.03210 -4.31117 -3.55335 0.6 0.0 1.0 0.1024
H -2.66052 -5.73105 -2.78764 -0.1 -0.1 0.3 0.1057
H -1.55472 -4.28724 0.54937 -0.3 0.2 -0.2 0.1021
H -2.60106 -5.59338 -0.12901 0.4 0.7 0.4 0.1304
C 5.01751 -0.79379 1.43421 -0.8 -0.7 1.4 -0.1348
C 5.65408 0.00708 2.60664 -1.3 0.4 0.0 -0.1336
C 4.73059 -0.37016 3.83235 0.9 -0.2 -0.5 -0.1823
O 4.29852 -1.71247 3.62300 0.2 0.3 -1.1 -0.1590
C 4.15008 -1.88744 2.20700 1.2 -1.2 -1.0 -0.1839
H 5.72394 -1.18987 0.69537 -0.1 -0.2 0.5 0.1063
H 4.32379 -0.15879 0.89953 -0.2 0.2 -0.2 0.0677
H 5.48189 1.07045 2.35041 0.5 -0.3 0.5 0.0987
H 6.71138 -0.18062 2.74439 0.1 -0.2 0.1 0.0985
H 3.92436 0.36574 3.84229 -0.5 -0.2 0.0 0.0949
H 5.14869 -0.41514 4.83740 0.5 0.5 -0.2 0.1169
H 3.10326 -1.88081 1.97292 -0.7 0.6 -0.3 0.0876
H 4.46092 -2.92458 1.88853 0.1 0.9 0.7 0.1196
C 2.90697 5.37482 2.15118 -1.0 0.2 -0.8 0.0154
C 3.36364 4.28206 1.24187 -0.1 0.0 1.5 -0.5315
O 4.25394 4.40306 0.40971 0.0 0.3 -0.5 0.0077
N 2.79922 3.10368 1.51029 0.2 0.3 -0.2 0.0550
C 2.04154 2.70423 2.68235 1.4 0.8 -0.3 -0.0495
H 3.21445 6.29586 1.71703 0.4 0.8 -0.1 0.0760
H 3.36443 5.20965 3.10694 0.1 0.1 0.7 0.0900
H 1.79667 5.40319 2.22113 0.8 -0.2 0.2 0.0898
H 3.04552 2.45575 0.80339 -0.1 -1.4 -0.3 0.1066
H 2.66568 2.53806 3.57176 -0.1 0.3 -0.2 0.0968
H 1.60995 1.81555 2.39787 -0.9 -2.3 -0.3 0.0424
H 1.22062 3.34884 2.85398 -0.7 0.9 0.5 0.0630
C -3.80982 0.31809 -0.60275 0.6 -0.7 0.9 -0.0004
C -4.60366 1.53906 -0.23636 -0.6 0.5 0.3 -0.5466
O -4.92810 1.75330 0.92988 0.1 0.2 -0.7 0.0234
N -4.99161 2.34522 -1.27395 -0.1 0.3 -0.5 0.0084
C -5.93578 3.49294 -1.11810 0.7 -0.1 -1.2 -0.0626
H -4.44315 -0.38301 -1.16059 0.0 -0.1 0.4 0.0942
H -3.37737 -0.12134 0.35334 -0.7 0.4 -1.3 0.0950
H -2.99519 0.53009 -1.27649 0.3 0.3 -0.2 0.0409
H -4.65306 2.12238 -2.23126 -0.4 0.2 1.2 0.1366
H -5.40173 4.45291 -1.31703 -0.3 -0.7 0.0 0.0749
H -6.27633 3.56471 -0.08457 -0.2 -0.4 -0.2 0.0723
H -6.76375 3.37673 -1.88840 0.8 0.2 1.2 0.0958
C 0.07704 -2.57690 -5.73198 0.8 1.5 1.6 0.0141
C 1.23601 -2.87589 -4.77131 -1.0 -1.9 -2.1 -0.5500
O 1.99871 -2.04258 -4.34318 0.0 0.4 0.9 0.0398
N 1.25989 -4.20739 -4.49639 1.4 0.1 1.8 0.0150
C 1.73558 -4.69790 -3.19279 -0.4 0.0 -0.3 -0.0441
H 0.37145 -1.61365 -6.15425 -0.7 0.0 -0.2 0.0812
H -0.72550 -2.48408 -4.95777 0.0 0.2 -1.2 0.0818
H -0.14860 -3.30012 -6.49880 0.0 -0.3 0.0 0.0778
H 0.66143 -4.81290 -4.97995 -1.0 -0.5 -0.7 0.1049
H 2.51717 -3.99967 -2.91074 0.3 -0.4 0.3 0.0779
H 2.05067 -5.75707 -3.21346 0.2 0.7 -0.3 0.0915
H 0.90184 -4.65329 -2.48216 0.2 0.1 0.1 0.0655
C 2.83367 1.01012 -5.71101 -0.6 -0.6 1.1 -0.0107
C 2.39062 2.15652 -6.60954 2.6 -0.6 1.0 -0.5503
O 1.89435 1.98477 -7.70113 -0.8 0.4 -0.1 0.0470
N 2.85783 3.35066 -6.12156 -0.7 0.6 -1.0 0.0105
C 2.82291 4.48933 -7.00593 -2.4 -0.9 -0.4 -0.0817
H 3.70626 0.45401 -6.06988 -0.3 0.2 -0.5 0.0978
H 2.03006 0.28198 -5.52028 0.2 0.2 -0.4 0.0511
H 3.12945 1.35209 -4.71453 0.0 0.3 -0.3 0.0409
H 3.60649 3.40056 -5.45512 0.2 -0.8 0.7 0.0728
H 3.41472 4.34791 -7.87038 0.7 -0.2 -1.1 0.0706
H 3.12976 5.36998 -6.53275 0.4 1.2 1.0 0.0569
H 1.76645 4.60013 -7.33957 0.7 0.2 0.0 0.0982
C 2.21573 -5.30940 3.09131 0.5 0.9 -0.5 0.0023
C 0.93535 -4.46053 3.22307 0.6 -0.6 0.0 -0.5477
O -0.09187 -4.67666 2.59167 0.5 0.0 0.2 0.0256
N 1.08122 -3.40679 4.06529 -1.8 -0.5 -0.9 0.0238
C -0.10366 -2.53723 4.20906 1.3 0.0 -1.7 -0.0345
H 2.21773 -5.79588 2.10253 0.0 0.1 0.5 0.0847
H 2.42400 -6.03759 3.87805 -0.6 0.0 0.0 0.0764
H 3.07363 -4.59913 3.15759 -0.4 -0.5 -0.3 0.0637
H 1.94001 -3.34742 4.55519 0.4 0.6 0.5 0.1125
H -0.89177 -3.00368 4.75179 -0.7 -0.4 0.2 0.0578
H -0.41942 -2.25923 3.17490 -0.1 -0.3 0.9 0.0964
H 0.19845 -1.64010 4.67650 0.3 1.0 0.7 0.0649
C 3.99965 4.62981 -2.69392 -3.7 0.8 2.6 -0.0042
C 4.66686 3.37870 -2.91041 2.1 -1.4 -1.0 -0.5930
O 4.90043 2.91635 -4.04042 -0.3 0.2 0.5 -0.0024
N 5.20059 2.86311 -1.80313 0.6 -0.9 1.7 0.0214
C 6.25533 1.81948 -1.82594 -1.9 0.0 -0.7 -0.0403
H 2.86830 4.46452 -2.67755 1.2 0.1 -0.4 0.1179
H 4.21051 5.28687 -3.48004 0.4 1.2 -1.0 0.0691
H 4.16721 5.02241 -1.65281 0.2 0.0 -1.4 0.0818
H 4.85782 3.23799 -0.88958 0.7 -0.2 -1.0 0.0957
H 6.24354 1.29461 -0.87889 0.4 0.2 0.3 0.0668
H 7.21256 2.22526 -2.12839 0.2 0.1 0.2 0.0836
H 5.94634 1.07729 -2.56696 0.3 0.1 -0.1 0.0718
C 2.83323 0.26377 -2.10671 -0.6 -0.5 -0.3 0.0224
C 1.96730 -0.27261 -0.94045 -0.4 -1.0 -2.2 -0.5437
O 1.78678 0.35523 0.07508 0.2 0.9 1.5 0.0280
N 1.30440 -1.43172 -1.19760 -0.8 -0.2 1.3 0.0556
C 0.28158 -2.05715 -0.30171 1.3 2.0 0.1 -0.0109
H 2.75923 1.34583 -2.01665 -0.4 0.1 -0.5 0.0710
H 2.59839 -0.16475 -3.14173 0.1 0.7 1.7 0.0731
H 3.88399 0.10982 -1.93032 0.5 -0.5 0.3 0.0577
H 1.45451 -1.86773 -2.06830 0.3 -0.4 -1.0 0.0679
H -0.26433 -2.84028 -0.76047 -0.4 -0.5 -0.8 0.0450
H -0.36289 -1.29880 0.13347 -0.4 0.3 -0.5 0.0819
H 0.73789 -2.43813 0.57733 0.8 -0.7 0.8 0.0580
```
Positions in Å, forces in eV/Å.

The LUMO energy is 0.56 eV. Its spin multiplicity is 1. As for the net charge: 0. The value obtained for the max |F| is 4.6 eV/Å. As for the orbital gap: 9.45 eV. As for the energy above the lowest of the compared OMol25 structures with the same formula, charge and spin: 75.8 kJ/mol. The total energy is -3134.1506 a.u.